1.
DFT (ωB97M-V with the def2-TZVPD basis set) results for an isolated ion of composition C8H12N and charge +1 at a distorted geometry.

Relative energy (zero: lowest compared OMol25 entry of this formula, charge and spin), kJ/mol: 282.3
HOMO, eV: -13.022
Largest force on an atom, eV Å⁻¹: 5.16
Charge: +1
LUMO, hartree: -0.21778
Gap between HOMO and LUMO, eV: 7.096

Each line ends with the Mulliken charge.
Positions of all 21 atoms, in Å:
C (-0.291, -0.331, 1.699)  0.17
C (-0.606, -1.194, 2.550)  0.38
C (0.090, 0.479, 0.702)  0.83
C (0.487, 1.391, -0.141)  -0.07
C (0.633, 0.866, -1.537)  -0.55
C (-1.118, -2.228, 3.412)  -1.16
C (0.740, 2.801, 0.170)  -1.53
C (-0.320, -1.086, -2.758)  -1.00
N (0.313, -0.546, -1.635)  -0.35
H (-0.182, 1.422, -2.015)  0.37
H (1.589, 1.117, -1.935)  0.46
H (-0.717, -1.998, 4.444)  0.35
H (-2.172, -2.196, 3.822)  0.32
H (-0.612, -3.118, 3.039)  0.30
H (1.295, 3.180, -0.636)  0.39
H (1.320, 2.821, 1.035)  0.44
H (-0.152, 3.350, 0.348)  0.35
H (-1.275, -0.619, -2.822)  0.39
H (0.191, -0.985, -3.709)  0.31
H (-0.472, -2.072, -2.473)  0.35
H (1.258, -1.052, -1.563)  0.24


2.
DFT (ωB97M-V with the def2-TZVPD basis set) results for one molecule with the formula C8H12N2 at a distorted geometry.

Relative energy (zero: lowest compared OMol25 entry of this formula, charge and spin), kJ/mol: 0.0
⟨S²⟩: 2.01
HOMO (spin up / spin down), eV: -7.600 / -8.754
Largest force on an atom, eV Å⁻¹: 1.30
Charge: 0
Multiplicity: 3
LUMO (spin up / spin down), hartree: 0.03324 / -0.05247
Gap between HOMO and LUMO (spin up / spin down), eV: 8.504 / 7.327

Each line ends with the Mulliken charge.
Positions of all 22 atoms, in Å:
C (-0.015, -1.581, -2.810)  -0.47
C (1.256, -2.056, -1.152)  0.01
C (-0.049, -0.517, -1.964)  0.09
C (1.109, -0.009, 0.228)  -0.90
C (-0.986, 1.355, 0.559)  -0.68
C (-0.077, 0.375, 1.182)  0.90
C (-0.650, 2.783, 0.432)  -1.30
C (-0.820, -0.871, 1.655)  -1.65
N (0.814, -2.527, -2.290)  -0.63
N (0.762, -0.818, -0.898)  0.23
H (-0.507, -1.732, -3.748)  0.41
H (1.947, -2.562, -0.506)  0.34
H (1.581, 0.924, -0.101)  0.34
H (1.841, -0.575, 0.810)  0.41
H (-1.877, 0.994, 0.075)  0.45
H (0.418, 0.850, 2.040)  0.31
H (0.251, 3.040, 0.987)  0.34
H (-1.482, 3.396, 0.788)  0.39
H (-0.500, 3.059, -0.616)  0.28
H (-1.678, -0.581, 2.258)  0.46
H (-0.168, -1.493, 2.265)  0.37
H (-1.172, -1.453, 0.806)  0.29


3.
DFT (ωB97M-V with the def2-TZVPD basis set) results for one molecule with the formula C8H12N2O at a distorted geometry.

Relative energy (zero: lowest compared OMol25 entry of this formula, charge and spin), kJ/mol: 599.4
HOMO (spin up / spin down), eV: -7.242 / -7.237
Largest force on an atom, eV Å⁻¹: 3.62
Charge: 0
LUMO (spin up / spin down), hartree: 0.02427 / 0.02438
Gap between HOMO and LUMO (spin up / spin down), eV: 7.903 / 7.900

Each line ends with the Mulliken charge.
Positions of all 23 atoms, in Å:
C (-0.911, 4.048, 0.942)  0.17
C (-0.858, 2.847, 0.869)  -1.11
C (-0.981, 0.759, -0.420)  -1.03
C (-0.675, 1.458, 0.765)  0.79
C (-0.777, -0.560, -0.539)  0.26
C (0.690, -2.273, -1.475)  -1.90
C (1.692, -0.089, -0.503)  -1.15
C (0.560, -1.156, -0.412)  1.17
N (-0.378, 0.772, 1.922)  0.13
N (-0.271, -0.514, 1.865)  -0.70
O (-1.777, -1.265, -1.121)  -0.56
H (-1.133, 5.094, 1.106)  0.46
H (-1.831, 1.229, -0.849)  0.40
H (1.802, -2.525, -1.413)  0.41
H (0.444, -1.923, -2.516)  0.39
H (0.089, -3.133, -1.034)  0.46
H (1.510, 0.785, -1.269)  0.23
H (2.652, -0.598, -0.890)  0.36
H (1.911, 0.396, 0.506)  0.27
H (0.686, -1.725, 0.588)  0.09
H (-0.467, 1.423, 2.753)  0.30
H (-0.653, -1.004, 2.718)  0.15
H (-1.322, -2.045, -1.593)  0.41


4.
DFT (ωB97M-V with the def2-TZVPD basis set) results for one molecule with the formula C8H12N2O at a distorted geometry.

Relative energy (zero: lowest compared OMol25 entry of this formula, charge and spin), kJ/mol: 202.5
HOMO, eV: -9.158
Largest force on an atom, eV Å⁻¹: 3.89
Charge: 0
SMILES: [H]/N=C(/c1ncco1)C(C)(C)C
LUMO, hartree: 0.02122
Gap between HOMO and LUMO, eV: 9.735

Each line ends with the Mulliken charge.
Positions of all 23 atoms, in Å:
H (-0.571, -2.738, 0.540)  0.22
N (0.238, -2.188, 0.260)  -0.74
C (0.127, -0.945, 0.037)  -0.08
C (1.415, -0.207, -0.121)  0.52
N (1.613, 1.092, 0.069)  -0.42
C (2.971, 1.212, 0.072)  -0.51
C (3.562, 0.023, -0.138)  -0.04
O (2.602, -0.851, -0.235)  -0.37
C (-1.151, -0.141, -0.073)  1.99
C (-1.108, 0.759, -1.251)  -1.54
C (-1.039, 0.728, 1.203)  -1.58
C (-2.436, -0.968, -0.131)  -1.55
H (3.491, 2.130, 0.510)  0.28
H (4.520, -0.385, -0.046)  0.44
H (-1.810, 1.607, -1.083)  0.37
H (-0.945, 0.192, -2.203)  0.42
H (-0.135, 1.350, -1.427)  0.32
H (-0.082, 1.281, 1.142)  0.45
H (-1.906, 1.430, 1.305)  0.42
H (-1.163, 0.123, 2.125)  0.34
H (-3.294, -0.350, 0.217)  0.33
H (-2.562, -1.255, -1.224)  0.32
H (-2.338, -1.899, 0.451)  0.42


5.
DFT (ωB97M-V with the def2-TZVPD basis set) results for one molecule with the formula C8H12N2O2S at a distorted geometry.

Relative energy (zero: lowest compared OMol25 entry of this formula, charge and spin), kJ/mol: 348.0
HOMO (spin up / spin down), eV: -7.937 / -7.925
Largest force on an atom, eV Å⁻¹: 4.52
Charge: 0
LUMO (spin up / spin down), hartree: -0.04806 / -0.04842
Gap between HOMO and LUMO (spin up / spin down), eV: 6.630 / 6.607

Each line ends with the Mulliken charge.
Positions of all 25 atoms, in Å:
C (-0.844, 1.167, 0.280)  -0.58
C (0.846, -1.037, -0.007)  0.70
C (-1.377, -0.152, -0.134)  1.68
C (1.327, 0.287, -0.188)  0.63
C (-2.746, -0.505, 0.361)  -1.11
C (2.820, 0.385, -0.515)  -1.34
C (-1.002, -2.579, 0.071)  -1.29
C (0.991, 2.630, -0.160)  -1.18
N (-0.510, -1.226, 0.066)  0.08
N (0.472, 1.291, -0.112)  0.05
O (-1.494, 2.010, 0.819)  -0.67
O (1.600, -1.986, 0.045)  -0.74
S (-1.210, 0.607, -1.747)  -0.43
H (-3.419, -0.779, -0.554)  0.24
H (-3.111, 0.387, 0.926)  0.40
H (-2.616, -1.394, 0.988)  0.28
H (3.290, 1.121, 0.144)  0.38
H (2.806, 0.774, -1.531)  0.38
H (3.403, -0.689, -0.561)  0.26
H (-0.023, -3.149, 0.007)  0.40
H (-1.401, -2.872, 1.023)  0.38
H (-1.779, -2.622, -0.657)  0.40
H (0.325, 3.364, 0.332)  0.38
H (1.984, 2.678, 0.362)  0.31
H (1.135, 2.943, -1.153)  0.38


6.
DFT (ωB97M-V with the def2-TZVPD basis set) results for one molecule with the formula C8H12N2O3 at a distorted geometry.

Relative energy (zero: lowest compared OMol25 entry of this formula, charge and spin), kJ/mol: 266.7
HOMO (spin up / spin down), eV: -7.242 / -7.241
Largest force on an atom, eV Å⁻¹: 4.56
Charge: 0
SMILES: CO/C=C(C)/C=C\N=C(\N)C(=O)O
LUMO (spin up / spin down), hartree: -0.01177 / -0.01178
Gap between HOMO and LUMO (spin up / spin down), eV: 6.921 / 6.920

Each line ends with the Mulliken charge.
Positions of all 25 atoms, in Å:
C (-1.921, 2.691, 1.303)  -0.85
O (-2.447, 1.415, 1.420)  -0.39
C (-1.663, 0.570, 0.614)  -0.39
C (-1.851, -0.733, 0.301)  0.95
C (-3.227, -1.335, 0.716)  -1.50
C (-0.882, -1.541, -0.405)  -0.68
C (0.444, -1.329, -0.624)  -0.19
N (1.215, -0.265, -0.142)  -0.48
C (2.437, 0.011, -0.602)  0.20
N (3.111, 0.999, 0.026)  -0.45
C (3.191, -0.716, -1.573)  0.80
O (2.786, -1.775, -2.022)  -0.60
O (4.313, -0.190, -2.009)  -0.52
H (-2.014, 2.996, 0.251)  0.35
H (-0.898, 2.623, 1.400)  0.34
H (-2.421, 3.263, 1.954)  0.32
H (-0.774, 0.988, 0.372)  0.55
H (-3.116, -1.726, 1.675)  0.36
H (-3.556, -2.244, 0.244)  0.41
H (-4.026, -0.583, 0.699)  0.31
H (-1.228, -2.531, -0.732)  0.24
H (0.961, -2.196, -1.129)  0.29
H (2.663, 1.407, 0.842)  0.26
H (4.157, 1.003, 0.200)  0.26
H (4.747, -0.801, -2.780)  0.41


7.
DFT (ωB97M-V with the def2-TZVPD basis set) results for one molecule with the formula C8H12N2S3 at a distorted geometry.

Relative energy (zero: lowest compared OMol25 entry of this formula, charge and spin), kJ/mol: 0.0
HOMO, eV: -7.244
Largest force on an atom, eV Å⁻¹: 5.35
Charge: 0
SMILES: C=CCN1SC(S)=C(S)N1CC=C
LUMO, hartree: 0.01748
Gap between HOMO and LUMO, eV: 7.720

Each line ends with the Mulliken charge.
Positions of all 25 atoms, in Å:
C (1.465, -1.739, 3.368)  -0.68
C (0.288, -1.429, 2.857)  -0.14
C (0.013, -0.174, 2.093)  -0.51
N (-0.227, -0.508, 0.683)  -0.25
S (1.262, -0.979, -0.105)  -0.12
C (1.460, 0.656, -0.764)  0.37
S (2.982, 1.384, -1.211)  -0.24
C (0.202, 1.368, -0.582)  -0.05
S (-0.135, 3.000, -1.080)  -0.17
N (-0.787, 0.594, 0.011)  0.08
C (-1.960, 0.253, -0.807)  -0.92
C (-1.587, -0.544, -2.020)  0.05
C (-1.503, -0.032, -3.234)  -0.74
H (1.622, -2.658, 3.907)  0.27
H (2.319, -1.088, 3.269)  0.25
H (-0.553, -2.105, 2.948)  0.30
H (0.838, 0.543, 2.203)  0.30
H (-0.908, 0.296, 2.454)  0.37
H (3.474, 0.284, -1.780)  0.12
H (1.060, 3.192, -1.627)  0.13
H (-2.631, -0.314, -0.157)  0.33
H (-2.434, 1.199, -1.084)  0.44
H (-1.316, -1.574, -1.831)  0.30
H (-1.193, -0.623, -4.078)  0.27
H (-1.753, 0.997, -3.435)  0.23


8.
DFT (ωB97M-V with the def2-TZVPD basis set) results for C8H12N2Zn as an isolated structure at a distorted geometry.

HOMO, eV: -17.735
Largest force on an atom, eV Å⁻¹: 2.51
Charge: +2
LUMO, hartree: -0.52575
Gap between HOMO and LUMO, eV: 3.429

Each line ends with the Mulliken charge.
Positions of all 23 atoms, in Å:
C (-2.364, -1.461, -1.360)  -1.12
C (-1.628, -1.326, 0.016)  -0.32
C (-0.807, -0.008, -0.003)  -1.35
C (0.536, -0.052, 0.794)  0.67
C (1.329, -1.276, 0.499)  0.55
N (1.959, -2.250, 0.314)  -0.81
C (1.447, 1.147, 0.352)  0.35
C (0.809, 2.536, 0.488)  -1.47
C (2.003, 0.912, -0.996)  0.00
N (2.056, 0.720, -2.137)  -0.33
H (-2.016, -0.729, -2.093)  0.38
H (-3.434, -1.309, -1.240)  0.31
H (-2.142, -2.446, -1.775)  0.30
H (-1.047, -2.217, 0.262)  0.33
H (-2.410, -1.197, 0.765)  0.36
H (-0.593, 0.380, -1.001)  0.55
H (-1.417, 0.752, 0.489)  0.38
H (0.336, 0.008, 1.869)  0.56
H (2.319, 1.137, 1.034)  0.30
H (1.405, 3.217, -0.124)  0.42
H (0.841, 2.928, 1.505)  0.41
H (-0.210, 2.605, 0.112)  0.35
Zn (3.184, -2.229, 2.217)  1.18


9.
DFT (ωB97M-V with the def2-TZVPD basis set) results for an isolated ion of composition C8H12N3 and charge +1 at a distorted geometry.

Relative energy (zero: lowest compared OMol25 entry of this formula, charge and spin), kJ/mol: 352.3
HOMO, eV: -12.822
Largest force on an atom, eV Å⁻¹: 4.49
Charge: +1
SMILES: Cc1ccc(/N=[N+](/C)N)cc1
LUMO, hartree: -0.17337
Gap between HOMO and LUMO, eV: 8.104

Each line ends with the Mulliken charge.
Positions of all 23 atoms, in Å:
C (4.022, 0.023, -0.159)  -1.16
C (2.519, 0.044, 0.165)  0.73
C (1.958, 1.287, 0.421)  -1.00
C (0.585, 1.385, 0.484)  -0.24
C (-0.217, 0.307, 0.195)  1.18
N (-1.509, 0.755, 0.140)  -0.33
N (-2.538, 0.122, -0.007)  0.66
C (-3.829, 0.791, 0.209)  -0.69
N (-2.713, -1.057, -0.620)  -0.55
C (0.342, -0.944, -0.034)  -0.37
C (1.687, -1.116, 0.068)  -1.24
H (4.126, -1.053, -0.359)  0.36
H (4.027, 0.669, -1.017)  0.34
H (4.628, 0.440, 0.673)  0.33
H (2.584, 2.056, 0.549)  0.58
H (0.146, 2.317, 0.784)  0.42
H (-4.123, 1.237, -0.708)  0.41
H (-3.688, 1.697, 0.955)  0.30
H (-4.570, 0.135, 0.516)  0.25
H (-3.716, -1.291, -0.683)  0.26
H (-1.958, -1.724, -0.480)  0.20
H (-0.210, -1.840, -0.148)  0.16
H (2.047, -2.006, -0.242)  0.41


10.
DFT (ωB97M-V with the def2-TZVPD basis set) results for a 2-piece molecular cluster, C8H12N4 overall at a distorted geometry.

Relative energy (zero: lowest compared OMol25 entry of this formula, charge and spin), kJ/mol: 41.8
⟨S²⟩: 0.76
HOMO (spin up / spin down), eV: -11.625 / -11.624
Largest force on an atom, eV Å⁻¹: 1.64
Charge: +1
Multiplicity: 2
LUMO (spin up / spin down), hartree: -0.14125 / -0.27719
Gap between HOMO and LUMO (spin up / spin down), eV: 7.781 / 4.082

Each line ends with the Mulliken charge.
Positions of all 24 atoms, in Å:
C (-1.549, 0.090, 1.964)  -1.07
C (-2.683, -0.454, -0.259)  -0.32
C (-1.810, 0.345, 0.556)  0.81
C (-1.858, 1.233, -1.349)  -0.13
N (-2.738, 0.174, -1.434)  -0.01
N (-1.348, 1.392, -0.146)  -0.36
H (-3.036, -1.471, -0.215)  0.42
H (-3.342, -0.005, -2.221)  0.22
H (-1.380, 0.979, 2.562)  0.33
H (-0.863, -0.754, 2.038)  0.26
H (-1.568, 1.848, -2.192)  0.42
H (-2.468, -0.370, 2.355)  0.40
C (2.215, 1.409, -1.044)  -1.24
C (2.021, 0.109, -0.336)  0.85
C (1.741, -2.010, -0.327)  -0.21
C (2.159, -0.262, 0.950)  -0.76
N (1.677, -0.987, -1.122)  -0.56
N (1.882, -1.640, 0.976)  -0.10
H (1.439, -3.023, -0.533)  0.39
H (1.446, 2.160, -0.873)  0.28
H (2.047, 1.371, -2.122)  0.36
H (2.381, -2.176, 1.659)  0.26
H (2.463, 0.193, 1.877)  0.45
H (3.173, 1.848, -0.764)  0.31


11.
DFT (ωB97M-V with the def2-TZVPD basis set) results for an isolated ion of composition C8H12NO and charge +1 at a distorted geometry.

Relative energy (zero: lowest compared OMol25 entry of this formula, charge and spin), kJ/mol: 223.8
HOMO (spin up / spin down), eV: -11.290 / -11.289
Largest force on an atom, eV Å⁻¹: 8.90
Charge: +1
SMILES: C[N@@H+]1COC2=C1C=CCC2
LUMO (spin up / spin down), hartree: -0.13793 / -0.13794
Gap between HOMO and LUMO (spin up / spin down), eV: 7.537 / 7.536

Each line ends with the Mulliken charge.
Positions of all 22 atoms, in Å:
C (-2.150, 1.091, 0.762)  -0.85
N (-1.589, 0.453, -0.461)  0.06
C (-1.953, -1.008, -0.556)  -0.29
O (-0.942, -1.784, 0.032)  -0.36
C (0.209, -1.121, 0.046)  0.37
C (-0.136, 0.459, -0.484)  0.18
C (0.873, 1.424, -0.293)  -0.66
C (2.142, 1.006, -0.131)  -0.51
C (2.544, -0.443, -0.184)  -0.84
C (1.564, -1.425, 0.487)  -0.45
H (-1.778, 2.110, 0.844)  0.35
H (-3.238, 1.104, 0.715)  0.38
H (-1.826, 0.529, 1.636)  0.37
H (-1.968, 0.944, -1.279)  0.39
H (-2.892, -1.208, -0.033)  0.35
H (-2.040, -1.284, -1.615)  0.35
H (0.626, 2.475, -0.328)  0.40
H (2.936, 1.727, -0.040)  0.43
H (2.643, -0.717, -1.242)  0.32
H (3.523, -0.565, 0.276)  0.40
H (1.593, -1.313, 1.581)  0.25
H (1.856, -2.453, 0.266)  0.35


12.
DFT (ωB97M-V with the def2-TZVPD basis set) results for an isolated ion of composition C8H12NO and charge +1 at a distorted geometry.

Relative energy (zero: lowest compared OMol25 entry of this formula, charge and spin), kJ/mol: 326.0
HOMO (spin up / spin down), eV: -13.115 / -13.053
Largest force on an atom, eV Å⁻¹: 4.50
Charge: +1
SMILES: CC1=CC([N+](C)=O)=C(C)C1
LUMO (spin up / spin down), hartree: -0.21645 / -0.23354
Gap between HOMO and LUMO (spin up / spin down), eV: 7.225 / 6.698

Each line ends with the Mulliken charge.
Positions of all 22 atoms, in Å:
C (2.889, 1.507, 0.229)  -1.30
C (1.556, 0.931, 0.219)  0.53
C (0.409, 1.595, 0.325)  -1.01
C (-0.645, 0.564, 0.033)  0.59
N (-2.005, 0.758, 0.050)  0.69
C (-2.934, -0.273, 0.004)  -0.98
O (-2.441, 1.859, 0.335)  -0.45
C (-0.045, -0.680, -0.269)  0.80
C (-0.486, -2.039, -0.643)  -1.38
C (1.392, -0.583, 0.040)  -0.99
H (3.546, 1.365, 1.077)  0.32
H (2.764, 2.617, 0.064)  0.34
H (3.563, 1.042, -0.545)  0.33
H (0.195, 2.549, 0.739)  0.51
H (-3.940, 0.124, 0.164)  0.32
H (-2.685, -0.910, 0.876)  0.44
H (-3.130, -0.836, -0.879)  0.33
H (0.256, -2.660, -1.236)  0.38
H (-1.493, -2.111, -1.125)  0.31
H (-0.598, -2.565, 0.310)  0.39
H (2.213, -1.112, -0.635)  0.42
H (1.619, -1.143, 0.867)  0.42